1.
Entry from the Open Molecules 2025 dataset: 2 unconnected molecules or ions with the total composition C4H15N3O in a non-equilibrium geometry (the ωB97M-V functional and the def2-TZVPD basis).

```
23
Properties=species:S:1:pos:R:3:forces:R:3:nbo_charge:R:1
C -0.345518 1.103323 0.709717 -0.8 0.7 0.2 -0.23
N -1.337697 0.290735 1.449677 1.0 -0.3 -0.5 -0.64
C -0.951566 -1.096702 1.708547 0.5 0.7 -0.1 -0.07
N -1.571677 -2.032254 0.719443 1.0 0.2 1.2 -0.86
C -0.218083 0.906852 -0.803599 -1.0 -0.3 0.2 -0.24
N 0.428015 -0.348657 -1.213075 -1.2 0.6 0.2 -0.64
C 0.332813 -0.522383 -2.659312 1.1 0.0 -0.6 -0.43
H 0.612124 0.955914 1.230347 -0.2 0.5 -0.2 0.20
H -0.787710 2.134413 0.797852 1.1 -0.6 0.2 0.19
H -2.207007 0.300555 0.937662 -0.3 0.0 0.0 0.35
H 0.164541 -1.182901 1.681792 -0.9 0.1 -0.2 0.19
H -1.220106 -1.271357 2.755594 -0.2 -0.6 -0.1 0.17
H -1.060043 -2.905255 0.852706 -0.4 -0.1 -0.3 0.36
H -2.505611 -2.192108 1.074421 -0.2 -0.3 -0.3 0.36
H -1.285521 0.956739 -1.121343 0.3 -0.1 -0.4 0.15
H 0.250996 1.788388 -1.278857 0.2 -0.5 0.3 0.19
H -0.130781 -1.100325 -0.770822 0.5 0.5 -0.4 0.38
H -0.578598 -0.960118 -3.075058 0.0 -0.3 0.3 0.18
H 0.494006 0.376850 -3.256813 -0.3 0.6 0.6 0.19
H 1.227726 -1.056622 -2.952607 -0.1 -0.9 -0.3 0.20
H 3.825147 2.382353 1.648412 0.2 -0.2 0.3 0.46
H 3.225948 1.914831 0.382321 0.0 -0.5 0.0 0.47
O 3.638596 1.557739 1.183006 -0.2 0.7 -0.3 -0.93
```
Forces are in eV/Å.

**Orbital gap**: 9.63 eV
**SMILES string**: CNCCNCN.O
**HOMO level**: -8.692 eV
**Total energy**: -10907.9684 eV
**Relative energy (zero: lowest compared OMol25 entry of this formula, charge and spin)**: 1.571 eV
**Maximum force**: 1.59 eV Å⁻¹
**LUMO energy**: 0.94 eV

---

2.
Entry from the Open Molecules 2025 dataset: a molecular structure, CH2Br3N2 in a non-equilibrium geometry (the ωB97M-V functional and the def2-TZVPD basis).

```
8
Properties=species:S:1:pos:R:3:forces:R:3:nbo_charge:R:1
C 0.528956 -0.102342 -0.283373 1.1 0.6 0.6 0.23
N 1.699145 0.375202 -0.199188 2.2 1.8 0.2 -0.62
N -2.089832 0.097526 0.866498 0.6 0.2 -0.3 -0.54
Br 0.039243 -1.095584 -1.655120 -0.3 -0.8 -1.1 0.36
Br 2.287337 1.552707 1.381933 -0.8 -1.4 -1.9 0.34
Br -2.885403 -0.502689 -0.603834 -0.5 0.0 0.0 0.41
H 2.501459 0.398148 -0.983641 -2.3 -0.3 2.2 0.48
H -2.080903 -0.722967 1.476725 0.0 -0.1 0.3 0.34
```
Forces are in eV/Å.

**Orbital gap (alpha / beta)**: 6.13 / 8.17 eV
**Net charge**: +1
**HOMO level (alpha / beta)**: -13.800 / -14.345 eV
**Total energy**: -214162.9277 eV
**Relative energy (zero: lowest compared OMol25 entry of this formula, charge and spin)**: 4.637 eV
**Maximum force**: 3.19 eV Å⁻¹
**LUMO energy (alpha / beta)**: -7.67 / -6.18 eV

---

3.
Entry from the Open Molecules 2025 dataset: a molecular structure, C22H27F4N6O2V (the ωB97M-V functional and the def2-TZVPD basis).

```
62
Properties=species:S:1:pos:R:3:forces:R:3:nbo_charge:R:1
V 0.089068 0.147705 0.119271 0.2 -0.2 0.1 1.60
C -2.441802 -1.083894 -0.713674 -0.1 0.0 -0.1 -0.42
N -1.943320 0.312524 -0.680515 -0.1 -0.1 0.0 -0.50
C -2.894272 1.141086 0.092066 0.1 0.1 0.0 -0.41
C -1.832921 0.839035 -2.083800 0.0 0.0 0.0 -0.23
C -0.492637 1.535579 -2.247492 0.1 0.0 0.0 -0.24
N 0.503315 0.650073 -1.622131 0.0 0.5 -0.1 -0.72
C 1.385283 -0.071623 -2.432378 -0.1 -0.2 0.1 0.00
C 1.496030 -1.430472 -2.163374 0.0 0.0 0.0 0.26
F 0.695400 -1.914325 -1.148796 0.1 0.0 0.1 -0.31
C 2.329661 -2.267534 -2.870448 0.0 -0.1 0.0 0.37
F 2.372659 -3.558401 -2.559338 0.0 0.0 0.0 -0.28
C 3.102482 -1.751410 -3.893343 0.0 0.0 0.0 -0.31
C 3.014449 -0.399590 -4.173461 0.0 0.0 0.0 0.37
F 3.754462 0.125559 -5.136716 0.0 0.0 0.0 -0.27
C 2.175196 0.439286 -3.454746 0.0 0.1 0.1 0.35
F 2.142343 1.746265 -3.720256 0.0 0.0 0.0 -0.29
H -3.388088 -1.147248 -1.256461 0.0 0.0 0.0 0.23
H -2.613094 -1.438385 0.300768 0.0 0.0 0.0 0.22
H -1.719065 -1.729336 -1.217020 0.0 0.0 0.0 0.22
H -3.886423 1.106944 -0.363162 0.0 0.0 0.0 0.22
H -2.550193 2.174216 0.111521 0.0 0.0 0.0 0.22
H -2.967517 0.770345 1.113217 0.0 0.0 0.0 0.21
H -2.663117 1.514134 -2.295409 0.0 0.0 0.0 0.23
H -1.902758 0.000163 -2.776140 0.1 0.0 0.0 0.22
H -0.508615 2.502566 -1.740796 0.0 0.0 0.0 0.21
H -0.274465 1.732666 -3.295254 0.0 0.0 0.0 0.25
H 3.764187 -2.389318 -4.462937 0.0 0.0 0.0 0.28
O -2.786432 0.399391 6.444837 0.0 0.0 0.0 -0.72
C -2.639328 -0.863853 5.849014 0.0 0.0 0.0 -0.10
C -1.937990 -0.694672 4.533740 0.0 0.0 0.0 0.09
C -1.660415 -1.796175 3.727012 0.0 0.0 0.0 -0.23
C -1.027739 -1.595295 2.522373 0.0 0.0 0.0 0.06
N -0.660189 -0.379554 2.085462 0.0 -0.1 -0.1 -0.59
C -0.898755 0.689623 2.873499 0.0 0.0 0.0 0.18
C -1.541030 0.562197 4.092384 0.0 0.0 0.0 -0.22
C -0.396618 1.989316 2.358080 0.0 0.0 0.0 0.26
C -0.377895 3.137858 3.125436 0.0 0.0 0.0 -0.23
C 0.180128 4.301874 2.611151 0.0 0.0 0.0 0.09
C 0.233540 5.557706 3.431404 0.0 0.0 0.0 -0.10
O -0.372973 5.320794 4.676434 -0.1 0.0 0.0 -0.72
C 0.719050 4.261078 1.329702 0.0 0.0 0.0 -0.22
C 0.659096 3.086439 0.614686 0.0 0.0 0.0 0.07
N 0.098858 1.970705 1.103928 0.0 0.0 0.1 -0.58
H -3.225112 0.310561 7.297115 0.0 0.0 0.0 0.50
H -3.606052 -1.346770 5.663185 0.0 0.0 0.0 0.21
H -2.046145 -1.546042 6.469165 0.0 0.0 0.0 0.21
H -1.933878 -2.798634 4.029510 0.0 0.0 0.0 0.25
H -0.800610 -2.433002 1.872914 0.0 0.0 0.0 0.22
H -1.745181 1.418870 4.715833 0.0 0.0 0.0 0.27
H -0.770963 3.153175 4.130357 0.0 0.0 0.0 0.27
H -0.257092 6.362607 2.874855 0.0 0.0 0.0 0.21
H 1.287474 5.837945 3.548666 0.0 0.0 0.0 0.21
H -0.670281 6.150240 5.062631 0.1 0.0 0.0 0.50
H 1.187069 5.130946 0.887621 0.0 0.0 0.0 0.25
H 1.076311 3.017397 -0.381342 0.0 0.0 0.0 0.23
N 2.446917 0.181182 2.099213 0.0 0.0 0.0 -0.63
N 2.134612 -0.307375 0.781156 0.0 0.1 -0.1 -0.70
H 3.405491 -0.053852 2.338302 0.0 0.0 0.0 0.38
H 1.841129 -0.295315 2.756386 0.0 0.0 0.0 0.36
H 2.398772 -1.285628 0.663290 0.0 0.0 0.0 0.38
H 2.723070 0.219275 0.137707 0.0 0.0 0.0 0.40
```
Forces are in eV/Å.

**Orbital gap (alpha / beta)**: 7.57 / 7.94 eV
**Net charge**: +2
**HOMO level (alpha / beta)**: -14.373 / -14.424 eV
**Total energy**: -72832.3947 eV
**Relative energy (zero: lowest compared OMol25 entry of this formula, charge and spin)**: 0.000 eV
**Spin multiplicity**: 3
**Maximum force**: 0.48 eV Å⁻¹
**LUMO energy (alpha / beta)**: -6.80 / -6.48 eV